# 1
Entry from the OMol25 dataset: a cluster of 5 separate species, C13H35Br4O12P3 in total (wB97M-V/def2-TZVPD).

```
67
Properties=species:S:1:pos:R:3:forces:R:3:mulliken_charge:R:1
C 0.7231 8.2766 0.9948 -0.208 0.517 -0.052 -0.68
O 0.0172 7.0382 1.2452 1.337 -0.716 -1.078 -0.39
P 0.7494 5.7562 0.5442 -0.278 0.025 1.668 1.15
O 2.0383 5.3849 1.1778 -0.792 0.380 -0.902 -0.70
O -0.3673 4.6358 0.6805 -0.249 -0.281 -0.146 -0.30
C -0.3827 3.7127 1.8089 0.300 0.951 -0.357 -0.38
O 0.7164 6.1493 -0.9858 -0.332 0.112 -0.617 -0.30
C 1.1121 5.2580 -2.0528 1.484 -1.182 0.799 -0.11
H 1.8223 8.1793 0.9598 -0.500 -0.287 -0.083 0.32
H 0.4906 8.9711 1.7963 -0.111 -0.147 0.221 0.26
H 0.3296 8.7200 0.0717 0.305 -0.192 0.071 0.25
H -1.0871 4.0626 2.5531 -0.445 -0.040 -0.117 0.29
H 0.5839 3.7896 2.2511 0.828 -0.370 0.448 0.32
H -0.5735 2.7005 1.4703 -0.164 0.137 -0.185 -0.05
H 2.2221 5.3487 -2.1836 -1.011 0.096 -0.106 0.24
H 0.5878 5.3782 -3.0106 -0.078 0.659 0.685 0.27
H 0.9435 4.2212 -1.7129 -0.044 0.314 -0.220 -0.18
C 3.4390 -3.5102 1.5821 0.975 -1.364 -1.135 -0.68
O 2.6006 -3.3535 0.4114 -0.476 0.204 0.016 -0.14
P 1.2999 -4.2289 0.2541 -0.930 -1.028 -0.147 0.59
O 1.4526 -5.6443 0.6734 -0.227 1.209 -0.723 -0.78
O 0.7390 -3.9650 -1.2627 0.096 0.501 2.136 0.07
C 0.8540 -4.8998 -2.3109 0.993 -0.664 0.089 -0.83
O 0.2541 -3.3570 1.0725 0.453 0.004 0.147 -0.04
C -1.1235 -3.6639 1.0700 -1.106 0.260 -0.195 -0.54
H 3.8348 -4.5405 1.5881 -0.212 0.347 -0.022 0.32
H 2.9999 -3.3433 2.5465 -0.721 0.524 0.148 0.29
H 4.2613 -2.8538 1.3629 0.288 0.398 0.386 0.20
H 0.4801 -4.4359 -3.2150 0.003 0.078 -0.083 0.27
H 0.3417 -5.8423 -2.1145 -0.188 0.161 0.155 0.28
H 1.9169 -5.1107 -2.3725 0.118 -0.316 -0.697 0.32
H -1.7347 -2.7612 1.0786 0.629 0.251 0.709 -0.03
H -1.4452 -4.3468 1.8696 0.431 0.192 -0.204 0.26
H -1.4481 -4.0229 0.1106 0.201 -0.874 -0.541 0.33
C -4.3132 -4.2178 0.1712 -0.106 -0.103 -0.420 -0.89
O -3.8972 -2.8762 0.4932 -0.341 0.523 0.195 -0.06
P -4.7798 -1.6469 -0.0577 -2.108 -1.955 -1.112 0.96
O -6.0610 -2.2026 -0.5907 1.300 1.445 0.710 -0.80
O -3.8984 -0.9023 -1.1615 -0.319 0.571 1.402 -0.16
C -3.8846 -1.3753 -2.4610 2.265 -1.327 -2.457 -0.70
O -4.8334 -0.6215 1.1333 1.222 -0.193 0.235 -0.39
C -3.5169 -0.4569 1.7860 -0.658 -0.502 0.872 -0.53
H -3.6718 -4.5056 -0.6555 -0.257 -0.354 -0.346 0.32
H -5.3882 -4.2557 -0.0917 0.757 0.049 0.130 0.39
H -4.0876 -4.8966 0.9925 -0.052 0.341 0.258 0.26
H -4.7161 -1.9868 -2.7733 -0.469 -0.259 0.483 0.37
H -2.9213 -1.9585 -2.6609 -1.162 0.353 0.540 0.18
H -3.8029 -0.6030 -3.2268 -0.244 0.651 0.566 0.29
H -3.0986 -1.4433 2.0358 -0.252 0.429 -0.071 0.21
H -3.6211 0.1165 2.7112 -0.447 -0.091 -0.304 0.33
H -2.8581 0.0598 1.1360 0.540 0.473 -0.703 0.27
Br 1.5238 -0.4216 -3.8185 -0.249 -0.279 0.680 -0.18
C 1.1263 -0.7985 -1.8962 0.890 -0.141 -0.493 -0.31
C 0.1604 0.2181 -1.4200 -0.339 0.491 -0.597 -0.34
Br -0.0297 0.0320 0.5044 -0.091 0.081 -0.233 -0.24
H 2.0798 -0.6754 -1.3921 0.101 -0.159 -0.065 0.19
H 0.7706 -1.8235 -1.8010 0.075 0.202 -0.178 0.15
H -0.7715 0.1124 -1.9498 -0.721 -0.329 0.390 0.49
H 0.4676 1.2222 -1.6792 0.426 0.241 0.490 0.26
Br 5.3846 -0.0033 2.9350 -0.342 0.109 -0.190 -0.17
C 5.0217 0.6976 1.1385 2.098 -0.588 -0.379 -0.80
C 3.7438 1.4033 1.0282 -0.829 0.234 1.267 -0.20
Br 3.5649 2.1353 -0.7710 -0.128 -0.151 0.382 -0.15
H 5.0447 -0.1491 0.4747 0.030 -0.456 -0.135 0.39
H 5.9112 1.2865 0.9075 -0.303 0.186 0.070 0.44
H 3.7319 2.2014 1.8000 -0.524 -0.243 -0.835 0.38
H 2.9722 0.6326 1.2074 -0.132 0.890 -0.224 0.12
```
Forces are in eV/Å.

Computed properties:
HOMO level, eV: -10.5
SMILES: COP(=O)(OC)OC.COP(=O)(OC)OC.COP(=O)(OC)OC.BrCCBr.BrCCBr
E_tot, eV: -346661.45749

---

# 2
Entry from the OMol25 dataset: an isolated molecule of C4H5NO (wB97M-V/def2-TZVPD).

```
11
Properties=species:S:1:pos:R:3:forces:R:3:mulliken_charge:R:1
N -1.9465 0.1134 1.0230 0.290 0.055 -0.270 -0.66
C -0.8437 0.0793 0.4135 -0.144 -0.014 0.241 0.38
C 0.4381 -0.5592 0.9048 0.013 -0.133 -0.074 -0.19
C 1.3974 -0.6356 -0.2132 -0.326 0.248 0.011 -0.53
C 0.7364 0.2226 -1.2204 0.233 -0.118 -0.014 -0.11
O -0.5822 0.6298 -0.8056 -0.100 -0.008 0.071 -0.41
H -2.6455 0.6121 0.4711 0.026 -0.047 0.054 0.27
H 0.3198 -1.4388 1.5415 0.044 0.127 -0.111 0.40
H 0.9816 0.1793 1.5311 -0.030 -0.033 0.002 0.25
H 0.6644 -0.3187 -2.1732 0.029 0.040 0.093 0.30
H 1.3608 1.1096 -1.4016 -0.035 -0.116 -0.003 0.30
```
Forces are in eV/Å.

Computed properties:
HOMO level, eV: -9.4
Energy above the lowest of the compared OMol25 structures with the same formula, charge and spin, kJ/mol: 346.5
E_tot, eV: -7762.93490